Model one:
The following is a DFT calculation (wB97M-V/def2-TZVPD) of 2 unconnected molecules or ions with the total composition C7H11NO.

Summary:
Total charge = 0
Frontier orbital gap = 9.1011 eV
LUMO level = -0.02940 Eh
Molar mass = 125.171 g mol⁻¹

Each line ends with the Löwdin charge.
Element x y z (Å)
C -3.219 -0.100 0.134  -0.2119
C -1.003 -2.179 0.687  -0.0144
C -0.904 -0.999 -0.091  -0.2009
C -0.311 1.070 0.989  -0.0459
C -0.279 0.888 -1.481  -0.0453
C 1.464 -0.353 -0.196  0.0358
C -0.042 0.155 -0.162  -0.5265
N -4.131 0.577 -0.012  -0.0748
O -1.110 -2.144 -0.745  0.1188
H -0.133 -2.598 0.950  0.0895
H -1.840 -2.521 1.149  0.0973
H 0.618 1.368 1.498  0.0836
H -1.081 0.799 1.729  0.0896
H -0.734 2.047 0.564  0.1179
H 0.018 0.541 -2.422  0.0702
H -1.412 1.101 -1.712  0.1325
H 0.079 1.836 -1.466  0.0458
H 1.932 0.176 -0.898  0.0317
H 1.628 -1.404 -0.420  0.0935
H 1.844 -0.065 0.846  0.1135

---

Model two:
The following is a DFT calculation (wB97M-V/def2-TZVPD) of a molecular structure, C7H11NO.

Summary:
Total charge = 0
Frontier orbital gap (spin up / spin down) = 8.1400 / 8.1393 eV
LUMO level (spin up / spin down) = -0.02294 / -0.02296 Eh
Molar mass = 125.171 g mol⁻¹

Each line ends with the Löwdin charge.
Element x y z (Å)
C 1.233 -0.350 0.345  -0.2503
C -2.831 0.908 0.388  -0.1021
C 1.615 -1.781 0.537  -0.0175
C 1.013 0.484 1.471  -0.0302
N -1.424 0.584 0.261  -0.0531
C -0.980 0.200 -0.907  -0.4980
C 0.663 -0.008 -0.916  -0.1784
C 1.275 0.233 -2.070  0.0952
O -1.494 0.096 -2.010  0.0223
H -2.977 1.992 0.339  0.0779
H -3.223 0.542 1.339  0.0699
H -3.409 0.458 -0.426  0.0780
H 0.727 -2.359 0.810  0.1099
H 2.026 -2.216 -0.372  0.0910
H 2.334 -1.884 1.350  0.0855
H 1.354 1.509 1.340  0.1016
H 1.355 0.099 2.427  0.0800
H -0.300 0.774 1.190  0.1735
H 0.690 0.484 -2.942  0.0730
H 2.353 0.238 -2.154  0.0718

---

Model three:
The following is a DFT calculation (wB97M-V/def2-TZVPD) of 2 unconnected molecules or ions with the total composition C7H11NO.

Summary:
Total charge = 0
Frontier orbital gap (spin up / spin down) = 8.6746 / 8.6758 eV
LUMO level (spin up / spin down) = 0.00043 / 0.00043 Eh
Structure (SMILES) = [H]/N=C/[C@H](C)C(C)=O.C#C
Molar mass = 125.171 g mol⁻¹

Each line ends with the Löwdin charge.
Element x y z (Å)
C -2.113 -0.308 1.504  -0.0099
C -1.340 -0.520 0.223  -0.4374
C 0.532 1.667 -1.235  -0.0190
C 0.706 0.958 -2.235  0.0584
O -1.876 -0.518 -0.859  0.0910
H 0.106 2.589 -0.914  0.0802
H -3.096 0.107 1.284  0.0854
H -1.576 0.343 2.197  0.0753
H -2.239 -1.278 1.996  0.0929
H 0.959 0.740 -3.239  0.0623
H 0.695 -0.674 -1.675  0.0478
C 0.867 0.709 0.567  -0.3201
C 0.163 -0.710 0.383  -0.2840
C 0.778 -1.431 -0.777  -0.0637
N 2.167 0.673 0.669  0.0755
H 2.537 1.417 1.253  0.0440
H 0.268 1.343 1.237  0.1112
H 0.360 -1.208 1.333  0.1439
H 1.846 -1.562 -0.643  0.0778
H 0.254 -2.338 -1.068  0.0885

---

Pick model two: it beats the second-best structure by 175.3 kJ/mol.

---

Model one:
The following is a DFT calculation (wB97M-V/def2-TZVPD) of C7H11NO in the gas phase.

Summary:
Total charge = 0
Frontier orbital gap = 7.1665 eV
LUMO level = 0.00256 Eh
Molar mass = 125.171 g mol⁻¹

Each line ends with the Löwdin charge.
Element x y z (Å)
C 0.275 -1.999 -0.312  -0.0452
C 2.251 -0.499 0.137  -0.0287
C -0.072 0.703 -0.824  -0.5129
C 0.027 0.508 0.603  -0.1979
C 0.744 -0.586 -0.045  -0.3093
N 0.055 1.199 1.744  0.2153
C -1.700 0.406 -0.619  -0.0553
C -2.578 1.405 -0.618  0.0249
O 0.319 1.477 -1.709  -0.0460
H 0.217 0.708 2.613  0.1218
H -0.008 2.207 1.709  0.1304
H -2.061 -0.612 -0.697  0.0790
H 0.702 -2.373 -1.246  0.0912
H -0.807 -2.083 -0.405  0.0596
H 0.603 -2.670 0.489  0.0793
H 2.748 -0.927 -0.737  0.0913
H 2.596 0.532 0.226  0.0887
H 2.572 -1.071 1.013  0.0823
H -3.635 1.236 -0.789  0.0588
H -2.249 2.438 -0.533  0.0726

---

Model two:
The following is a DFT calculation (wB97M-V/def2-TZVPD) of C7H11NO in the gas phase.

Summary:
Total charge = 0
Frontier orbital gap = 9.3250 eV
LUMO level = 0.03423 Eh
Structure (SMILES) = CN1[C@@H]2C[C@@H]2[C@@]2(O)C[C@@H]12
Molar mass = 125.171 g mol⁻¹

Each line ends with the Löwdin charge.
Element x y z (Å)
C 1.961 -1.345 -0.294  -0.0925
C 0.852 0.857 -0.552  -0.1243
C 0.790 1.804 0.776  -0.0973
C -0.415 1.549 0.140  -0.1604
C -1.060 0.129 0.275  -0.3210
C -1.323 -1.379 0.823  0.0808
C -0.049 -0.716 0.469  -0.4945
H 2.043 -1.271 0.803  0.0528
H 3.199 -1.111 -0.699  0.1634
H 1.847 -2.356 -0.687  0.0704
H 1.532 1.361 -1.307  0.1455
H 1.659 2.591 0.286  0.1676
H 1.167 1.535 1.857  0.1273
H -1.241 2.012 -0.273  0.1054
H -2.826 -0.077 -0.713  0.1816
H -1.334 -1.926 1.796  0.1065
H -2.073 -1.782 0.194  0.0734
H 0.623 -0.811 1.556  0.2062
N 0.753 -0.623 -0.598  -0.1020
O -1.800 0.100 -1.057  -0.0890

---

Pick model one: it beats the second-best structure by 505.9 kJ/mol.

---

Model one:
The following is a DFT calculation (wB97M-V/def2-TZVPD) of 4 unconnected molecules or ions with the total composition CH8O5.

Summary:
Total charge = 0
Frontier orbital gap = 11.3382 eV
LUMO level = 0.02326 Eh
Structure (SMILES) = O=CO.O.O.O
Molar mass = 100.070 g mol⁻¹

Each line ends with the Löwdin charge.
Element x y z (Å)
O -0.659 -0.835 1.784  0.0672
C -1.421 -0.781 0.861  -0.3984
O -1.206 -1.337 -0.325  0.0718
H -2.378 -0.272 1.033  0.1437
H -1.412 -0.699 -1.014  0.0507
H -0.689 1.267 -1.648  0.0148
H -1.548 0.544 -2.659  0.0709
O -1.614 1.001 -1.796  -0.0638
H 1.443 1.763 -0.100  0.0565
H 1.123 0.328 -0.392  0.0207
O 0.976 1.213 -0.732  -0.0440
H 3.224 -0.935 1.651  0.0282
H 1.729 -0.753 1.964  0.0148
O 2.431 -0.505 1.372  -0.0329

---

Model two:
The following is a DFT calculation (wB97M-V/def2-TZVPD) of 4 unconnected molecules or ions with the total composition CH8O5.

Summary:
Total charge = 0
Frontier orbital gap = 11.3117 eV
LUMO level = 0.01920 Eh
Structure (SMILES) = O=CO.O.O.O
Molar mass = 100.070 g mol⁻¹

Each line ends with the Löwdin charge.
Element x y z (Å)
O -1.297 -2.341 0.857  0.1049
C -0.756 -1.901 1.815  -0.3759
O -0.616 -0.575 2.128  -0.0009
H -0.304 -2.516 2.611  0.1365
H 0.125 -0.210 1.585  0.0669
H 0.384 0.806 -0.065  0.0167
H 1.497 -0.005 -0.579  0.0419
O 1.247 0.448 0.246  -0.0700
H 1.974 0.882 -3.469  0.0403
H 1.621 1.727 -2.185  0.0434
O 1.793 0.851 -2.533  -0.0435
H -2.320 1.437 -0.524  0.0593
H -1.808 0.516 0.490  0.0398
O -1.541 0.879 -0.377  -0.0594

---

Pick model one: it beats the second-best structure by 35.3 kJ/mol.

---

Model one:
The following is a DFT calculation (wB97M-V/def2-TZVPD) of a molecular structure, C4H5NdO6.

Summary:
Total charge = +1
Expectation value of S² = 6.004
2S+1 = 5
Frontier orbital gap (spin up / spin down) = 6.5450 / 6.6160 eV
LUMO level (spin up / spin down) = -0.22071 / -0.21810 Eh
Molar mass = 293.318 g mol⁻¹

Each line ends with the Löwdin charge.
Element x y z (Å)
O -0.251 0.339 0.828  -0.1172
C 0.482 -0.064 1.771  -0.8258
O -0.012 -0.554 2.821  -0.1240
O 1.807 -0.031 1.677  0.0156
Nd -2.824 -0.511 2.100  1.8186
C 2.372 0.479 0.380  -0.0742
C 3.798 0.320 0.801  -0.1543
H 2.089 -0.259 -0.379  0.1429
H 2.094 1.528 0.219  0.1484
H 4.110 -0.673 1.140  0.1532
O 4.230 1.382 1.647  0.0592
C 5.538 1.532 1.785  -0.6354
O 6.389 0.871 1.241  0.1261
O 5.761 2.598 2.542  0.1623
H 6.712 2.736 2.632  0.1407
H 4.138 0.550 -0.283  0.1638

---

Model two:
The following is a DFT calculation (wB97M-V/def2-TZVPD) of a molecular structure, C4H5NdO6.

Summary:
Total charge = +1
Expectation value of S² = 6.004
2S+1 = 5
Frontier orbital gap (spin up / spin down) = 6.5346 / 6.6048 eV
LUMO level (spin up / spin down) = -0.21826 / -0.21568 Eh
Molar mass = 293.318 g mol⁻¹

Each line ends with the Löwdin charge.
Element x y z (Å)
O 1.790 -0.748 0.520  -0.1241
C 1.209 0.224 -0.034  -0.8035
O 1.843 1.257 -0.378  -0.1116
O -0.087 0.173 -0.323  0.0572
Nd 4.455 0.364 0.413  1.8263
C -0.842 -0.938 0.149  -0.1432
C -2.287 -0.992 -0.235  -0.1018
H -0.361 -1.861 -0.199  0.1409
H -0.891 -0.917 1.269  0.1558
H -2.391 -1.047 -1.326  0.1361
O -2.998 0.187 0.257  0.0503
C -2.918 1.270 -0.489  -0.6458
O -2.551 1.307 -1.643  0.1152
O -3.138 2.335 0.269  0.1634
H -3.169 3.126 -0.285  0.1396
H -2.773 -1.873 0.202  0.1453

---

Pick model two: it beats the second-best structure by 55.2 kJ/mol.